# C48H47Br6N7O14

10 unconnected molecules or ions with the total composition C48H47Br6N7O14 (the ωB97M-V functional and the def2-TZVPD basis, the OMol25 dataset).

Structure (XYZ):
```
122
Properties=species:S:1:pos:R:3:forces:R:3:lowdin_charge:R:1
Br -15.799079 -1.146860 17.243544 -0.5 -0.3 -0.5 0.67
Br -11.043641 4.406814 19.798242 -0.7 -0.2 -0.8 0.72
Br -12.527988 6.195090 15.711577 -0.1 -0.3 0.0 0.78
Br -9.335509 7.709228 18.627395 0.7 0.0 0.2 0.69
Br -11.557656 7.355333 23.218344 -0.1 0.6 1.0 0.76
Br -14.357280 -0.575856 21.561345 0.3 0.2 0.5 0.69
O -19.557313 0.461709 20.124126 -0.1 0.7 -0.1 0.08
O -15.658137 11.504258 23.341517 0.9 0.3 0.1 0.06
O -21.536677 7.455991 18.012125 -0.6 1.2 -1.2 0.10
O -16.793650 3.285850 22.692535 1.0 0.8 0.3 0.06
O -20.575272 7.440412 19.909475 1.0 1.3 1.8 0.09
O -13.414065 2.210941 17.840603 -0.4 0.5 -0.3 0.03
O -16.038066 7.457914 18.261012 0.4 1.0 -0.4 0.06
O -19.100046 0.248820 18.009596 0.0 1.1 0.1 0.05
O -13.060237 9.514534 16.308403 -0.2 0.6 0.0 0.04
O -13.704841 11.764447 24.221161 1.0 0.7 1.9 0.11
O -14.106928 6.842832 19.088964 -1.6 0.2 -1.0 0.03
O -14.653068 3.622491 22.876094 -1.6 0.9 -0.1 0.05
O -13.380102 11.015268 14.757898 0.1 -0.5 0.7 0.09
O -11.766668 2.843725 16.680376 0.8 0.9 -0.7 0.04
N -13.574762 9.924781 15.280134 0.9 0.5 -0.2 -0.33
N -15.809581 4.021302 22.678477 0.4 -0.7 -0.8 -0.30
N -19.618813 -0.098769 19.050819 0.8 -0.9 -0.1 -0.35
N -12.948671 2.667882 16.803277 -0.9 -1.8 0.8 -0.33
N -14.426606 11.534528 23.310496 -1.1 -1.1 -1.7 -0.37
N -15.269181 6.639898 18.702061 0.5 -0.5 1.4 -0.29
N -21.146092 6.930101 19.007445 -0.2 -2.8 -0.7 -0.38
C -14.472729 9.102691 13.196907 -0.9 -0.5 -0.8 0.00
C -22.107797 4.855696 18.090347 -1.3 -0.4 0.4 -0.01
C -21.395393 -3.858257 18.851106 0.1 -1.0 -0.5 -0.07
C -16.061484 7.261455 14.577211 -0.7 0.3 -0.6 -0.05
C -14.120735 10.513136 19.762682 -0.1 0.0 -0.7 -0.06
C -21.336052 5.436568 19.072706 -0.4 1.1 -0.5 -0.14
C -20.309934 -3.540197 17.998730 -0.8 -1.0 -0.5 -0.05
C -21.923142 2.757850 19.249752 -0.3 -0.1 -0.3 -0.07
C -16.031248 5.476418 22.218082 1.1 -3.5 1.8 -0.17
C -17.090311 5.036572 18.409949 0.3 -0.9 -0.3 0.00
C -21.141057 3.399536 20.191004 -0.2 -1.0 0.3 -0.08
C -17.506025 3.723769 18.511599 -0.8 0.8 0.7 -0.07
C -16.020669 2.615322 14.727240 -1.6 -0.3 -0.8 -0.08
C -16.413670 7.967453 21.473356 -0.7 0.8 0.4 -0.04
C -11.971069 10.222168 20.722274 0.8 1.1 1.6 -0.09
C -19.747222 -2.278457 18.084396 0.3 -0.8 -1.6 -0.03
C -22.445736 3.506432 18.218255 0.5 0.3 -1.0 -0.06
C -20.846049 4.734094 20.137319 0.5 0.6 1.4 -0.01
C -14.879606 -0.370584 18.738085 2.4 -1.5 0.4 -0.70
C -15.184091 8.107166 15.276130 -0.2 -1.1 1.1 -0.06
C -11.584975 6.781441 21.421968 -0.4 -2.0 -0.6 -0.73
C -21.234889 -1.712320 19.926081 0.5 -0.4 -0.3 0.00
C -17.264539 5.757819 21.798442 -1.5 0.6 0.0 -0.03
C -10.912154 7.380964 17.578765 -0.7 -0.1 0.9 -0.75
C -14.052183 3.087668 13.286637 -0.6 0.6 0.6 -0.05
C -21.812771 -2.967956 19.833019 0.2 0.2 0.2 -0.08
C -12.395933 10.740775 21.939282 -3.5 0.2 0.3 0.01
C -14.615334 11.005767 20.920813 1.4 0.6 2.2 -0.02
C -15.406777 8.314608 12.512911 -0.6 0.1 -0.2 -0.06
C -13.210813 3.053721 14.425646 -3.2 -0.7 -0.2 -0.04
C -16.800738 2.802017 19.250408 0.9 -2.0 0.4 -0.05
C -16.259829 7.427955 13.189312 2.1 0.9 1.2 -0.06
C -13.881931 2.762250 15.622645 1.1 -0.6 1.0 -0.13
C -20.218825 -1.419718 19.019885 -1.1 0.7 1.1 -0.17
C -13.772497 11.145318 22.052007 0.9 -0.9 -2.5 -0.10
C -14.430850 9.015325 14.569001 -0.5 -0.3 -0.5 -0.21
C -12.791576 10.194946 19.652103 -0.9 -0.8 -0.2 -0.07
C -15.860049 5.297315 18.912022 1.8 1.4 -0.3 -0.17
C -15.040322 4.404520 19.529935 0.4 -1.5 0.1 -0.02
C -17.482456 7.075416 21.471467 -0.3 0.9 -0.3 -0.04
C -15.459710 2.905775 13.465253 0.8 -0.4 -1.0 -0.08
C -14.916015 -1.383561 19.948426 -1.3 0.6 -2.2 -0.74
C -15.509133 3.115201 19.730585 -0.9 0.2 -0.2 -0.06
C -15.155361 7.577315 21.912715 0.7 1.8 -0.8 -0.07
C -15.235137 2.420633 15.852415 1.2 2.2 -1.9 0.00
C -10.765455 5.493009 21.370703 0.5 -1.3 0.5 -0.70
C -14.975998 6.309363 22.336493 2.0 -1.3 0.5 -0.05
C -10.759134 6.280031 16.573124 -1.3 -0.7 0.2 -0.59
H -14.745473 10.282784 18.926339 -0.5 0.2 -0.3 0.11
H -11.924137 10.580057 22.863486 1.3 0.2 0.8 0.08
H -15.006076 8.033601 16.379614 -0.5 0.1 -1.3 0.10
H -20.824164 2.804515 21.009448 0.5 -0.3 0.7 0.10
H -10.964078 9.894260 20.652594 0.7 -0.4 -0.1 0.09
H -11.692076 7.120058 18.312870 0.3 -0.2 -0.3 0.02
H -23.034048 3.076867 17.413568 -0.2 -0.1 0.3 0.11
H -15.723309 2.349424 16.794786 0.3 -0.4 0.7 0.08
H -14.420093 -2.334895 19.741818 0.4 0.5 0.0 0.06
H -21.972167 -4.816949 18.770729 1.0 0.9 0.0 0.12
H -16.710115 6.505940 15.037729 0.5 0.4 0.4 0.11
H -22.183228 1.703879 19.339578 0.2 0.2 0.1 0.11
H -17.153264 2.545578 14.840506 1.7 -0.1 -0.3 0.13
H -22.721542 5.439650 17.413180 0.7 0.2 -0.3 0.12
H -17.192280 1.743752 19.374278 0.3 1.5 -0.1 0.12
H -15.355861 0.577004 18.922137 0.2 0.2 0.3 -0.01
H -15.972707 -1.618321 19.994924 -0.2 -0.2 0.7 0.03
H -15.606421 11.271721 21.096612 -1.6 0.3 -0.2 0.09
H -16.082018 2.895451 12.523383 0.5 0.3 1.4 0.12
H -14.281832 8.246004 21.862713 -0.6 -0.1 0.2 0.10
H -12.159919 3.167381 14.449934 0.7 0.3 -0.2 0.09
H -15.567878 8.446377 11.436023 0.4 -0.1 0.4 0.11
H -18.486053 3.561606 18.146242 -0.8 -0.8 -0.4 0.10
H -13.835197 9.770640 12.649615 0.1 0.3 0.0 0.12
H -10.898445 4.729787 22.188540 -0.2 1.3 -0.6 0.06
H -11.207182 8.354498 17.221245 0.1 0.0 -0.7 0.02
H -10.135509 6.392014 15.729867 1.0 0.7 -0.5 0.04
H -14.014511 5.882065 22.701660 -0.9 0.6 -0.3 0.11
H -13.657084 3.417964 12.304586 -0.3 -0.6 0.7 0.11
H -12.632120 6.604339 21.104845 0.7 0.2 0.2 0.03
H -12.538847 9.685775 18.773758 0.8 -0.3 -1.3 0.07
H -18.478370 7.454774 21.254462 0.2 -0.2 -0.2 0.10
H -21.543574 -1.002846 20.676271 0.1 0.1 0.0 0.12
H -20.353152 5.220328 21.010920 -0.3 -0.3 -1.1 0.13
H -19.051410 -1.927913 17.312700 -0.1 -0.3 0.7 0.11
H -14.017616 4.644306 19.758115 0.1 0.2 0.2 0.08
H -10.586201 5.277936 16.979518 -0.1 0.4 0.3 0.02
H -19.954581 -4.231307 17.183754 -0.6 0.7 1.1 0.13
H -18.008184 4.990997 21.845797 -0.4 -0.1 -0.2 0.11
H -9.700310 5.645052 21.235803 0.1 0.6 0.6 0.03
H -17.621585 5.775193 17.871313 -0.6 0.6 -0.3 0.11
H -22.549865 -3.254249 20.573636 -0.2 0.0 -0.3 0.11
H -11.105967 7.501062 20.801659 0.1 0.7 -0.4 -0.02
H -13.829932 -0.301066 18.332960 -1.2 0.5 0.8 0.06
H -14.873881 2.397491 20.239745 -0.2 0.0 -0.1 0.10
H -16.967291 6.850182 12.652269 -0.6 -0.4 -0.3 0.09
H -16.649377 9.019297 21.270600 0.4 -0.5 -0.2 0.11
```
Positions in Å, forces in eV/Å.

Properties
SMILES string: O=[N+]([O-])c1ccccc1.O=[N+]([O-])c1ccccc1.O=[N+]([O-])c1ccccc1.O=[N+]([O-])c1ccccc1.O=[N+]([O-])c1ccccc1.O=[N+]([O-])c1ccccc1.O=[N+]([O-])c1ccccc1.BrCCBr.BrCCBr.BrCCBr
Energy above the lowest of the compared OMol25 structures with the same formula, charge and spin in eV: 1.134
Total energy in a.u.: -18737.32856
Kohn-Sham gap in eV: 8.890